{
  "formula": "C32H56N3OP2Pd",
  "method": "ωB97M-V/def2-TZVPD",
  "symbols": ["C", "H", "P", "H", "H", "H", "C", "H", "C", "H", "H", "H", "C", "H", "C", "H", "H", "H", "H", "H", "C", "H", "N", "H", "C", "C", "H", "C", "H", "H", "C", "C", "H", "H", "H", "H", "H", "H", "C", "C", "H", "H", "C", "N", "H", "H", "H", "N", "C", "H", "C", "H", "H", "C", "C", "H", "H", "C", "H", "H", "H", "C", "H", "C", "H", "C", "C", "C", "H", "C", "C", "H", "H", "C", "C", "H", "C", "H", "H", "H", "C", "Pd", "P", "C", "O", "H", "H", "H", "H", "C", "H", "H", "H", "H", "H"],
  "coordinates": [[-0.00005, -0.42409, -2.61871], [-0.19211, -4.94229, -1.99074], [1.72529, 0.09622, 2.04070], [1.58853, 2.11556, 4.22768], [0.09905, 6.27642, 2.90111], [3.87489, 0.89846, 4.29325], [-1.54332, -2.48126, -3.52074], [-0.25322, -4.09131, 1.70332], [1.25493, -2.39900, 3.14378], [0.43561, 7.72465, 1.94411], [2.93185, -0.89295, 4.71711], [0.91399, -4.45949, 0.38081], [-0.09589, 5.97514, 0.75186], [-4.04172, -2.76845, -2.49644], [-2.47942, -1.36400, -3.03441], [-1.17051, 6.20341, 0.72563], [1.77686, 0.42665, 5.10688], [4.82137, -1.25911, -0.90650], [-2.15928, -3.34535, -3.81184], [3.88144, 3.12393, 1.44564], [-3.53468, -1.89098, -2.06929], [-3.61149, -1.65622, -4.83528], [-0.45745, -1.58686, -0.07907], [-0.68094, 3.07350, -1.81080], [2.81998, 1.56307, 2.47852], [-1.15970, -4.93086, -1.48688], [0.80591, -3.01640, 3.93598], [-2.04245, 2.13796, -3.88599], [-2.53129, -3.36376, 1.25024], [4.58479, 0.25633, 2.79527], [-0.38897, -0.61049, 3.72770], [-3.85089, 1.70724, -2.12073], [0.34909, 6.36806, -0.17365], [4.47293, -0.79556, -3.37994], [-4.39058, 0.95867, -2.71246], [-0.56355, 0.45054, 3.94389], [0.00560, -0.44118, -3.71711], [0.73701, -2.62406, 2.20277], [1.10525, -0.91613, 3.50321], [-3.11955, -0.81854, -4.31162], [-0.99045, -0.88999, 2.85250], [-4.02366, 1.48613, -1.05703], [3.86942, -0.91726, -1.29639], [0.17681, 3.36701, 0.72156], [1.62905, 6.42182, 2.01076], [2.68988, -2.02672, 1.23085], [-1.39546, -5.95607, -1.19119], [1.66287, -0.16094, -0.82938], [-1.74078, 2.90595, -1.58965], [-2.27760, 3.84415, -1.81328], [2.00445, 2.55555, 3.31454], [-2.35268, -0.43359, -4.99714], [2.13867, -0.27268, -4.16107], [1.32525, -0.23758, -2.15317], [3.24849, 2.26336, 1.17767], [-0.30791, -5.64577, 0.89098], [3.98383, -0.87221, 1.41729], [-0.12012, -4.57445, 0.72919], [-4.29896, -1.14444, -1.81544], [-2.48606, 3.12522, -4.09192], [-0.96080, -2.18636, -4.40259], [2.39127, -0.34991, -3.10500], [2.66562, 3.38422, 3.60630], [1.87151, -0.62133, 4.79447], [1.43007, -1.23809, 5.59338], [-2.34082, 1.78067, -2.43250], [3.65902, -0.67840, -2.66305], [-0.70558, -2.57047, -0.70285], [-0.95751, 2.20507, -4.04645], [-1.68762, 1.08855, 1.24437], [4.08363, 1.12172, 3.24253], [-3.31295, -3.76041, -0.30801], [-3.88198, -0.05064, -4.14154], [2.93984, -0.96009, 1.08915], [-1.12448, -4.02638, -0.27903], [-2.46440, 1.44373, -4.61452], [-2.50575, -4.03058, 0.37882], [2.30553, -2.70267, 3.05197], [2.37327, 2.64464, 0.63671], [1.18268, 2.96907, 2.72045], [0.55564, 6.63852, 1.97371], [-0.06912, 0.26112, 0.52085], [-1.55223, 0.01969, -1.94121], [0.05302, 4.52641, 0.74407], [-2.65034, 1.52302, 1.71567], [-0.82286, -2.80521, -2.76040], [4.80214, 1.95364, 3.22025], [3.83052, 1.60638, 0.51816], [-4.30558, 2.68620, -2.34025], [2.83070, -0.63829, -0.39610], [-3.06396, -2.19263, -1.13252], [-2.72395, -5.04720, 0.73383], [-0.73954, -1.20202, 4.58627], [-1.92866, -4.62461, -2.19357], [-1.82862, 2.71764, -0.51830]],
  "forces_ev_per_a": [[1.9978, 2.5111, -0.6216], [-0.0265, -0.0988, -0.1063], [2.1640, -0.7471, 1.2096], [0.1711, 0.1707, -0.1870], [0.0833, 0.0793, -0.1667], [0.1047, 0.0979, -0.3127], [0.1908, 0.0821, 0.1396], [0.1000, -0.1450, -0.3034], [0.0061, -0.0767, -0.0587], [-0.0660, -0.2292, -0.1467], [-0.3173, 0.0623, 0.0669], [-0.1542, -0.0658, 0.1595], [-0.0936, 0.5906, -0.0747], [0.0522, 0.2270, 0.0918], [-0.4266, 0.2018, 0.4140], [0.2119, -0.0990, -0.0647], [0.0997, -0.4209, -0.0270], [-0.0526, -0.0426, -0.1748], [0.1666, 0.3260, 0.0866], [-0.1770, -0.3086, -0.0799], [-0.3079, -0.2267, 0.1001], [0.1640, 0.1672, 0.3007], [-1.2840, -4.1567, -2.6603], [-0.1551, -0.0855, 0.0059], [-0.2118, 0.5767, 0.0482], [0.0124, -0.4272, -0.5345], [0.0630, 0.2361, -0.1836], [0.3249, -0.6094, -0.5435], [-0.0693, -0.1025, -0.1529], [-0.0077, 0.2647, 0.1832], [0.0186, 0.0445, -0.0261], [0.0315, -0.5196, 0.1191], [-0.1485, -0.1752, 0.1509], [-0.1991, -0.0080, 0.2436], [0.1558, 0.3174, 0.2362], [0.0111, -0.1556, 0.0451], [-0.3470, -0.0993, 0.3375], [0.2064, 0.0855, 0.2828], [-0.2315, -0.1507, 0.1227], [-0.1442, 0.3455, -0.2920], [0.0608, -0.0731, 0.2488], [-0.0123, 0.1351, -0.2352], [-0.1603, 0.3399, -0.3951], [-0.3272, 1.7274, 0.0685], [-0.2069, 0.0501, -0.0232], [-0.0524, 0.4835, -0.2663], [0.0754, 0.1544, 0.1015], [-0.7487, -0.7514, 0.2046], [0.2823, -0.1669, 0.3147], [0.1268, -0.4094, 0.0273], [-0.1656, 0.1788, 0.0830], [-0.2904, -0.1458, 0.1011], [0.2393, -0.0395, 0.1916], [0.9524, -0.2440, -0.6203], [-0.1803, -0.0368, -0.2244], [-0.0527, 0.3322, -0.2927], [-0.4188, 0.2117, 0.0687], [0.5699, 0.3325, 0.3955], [0.1733, -0.1360, -0.1722], [0.1556, -0.2166, 0.2322], [-0.1893, -0.0462, 0.1925], [-0.6974, -0.3517, 0.4026], [-0.1891, -0.1966, -0.0246], [0.1751, 0.0430, 0.2814], [0.1147, 0.1443, -0.2548], [-0.4322, 1.0144, 0.2949], [0.4193, -0.0153, 0.3033], [0.2808, 1.3212, 5.3075], [-0.2594, 0.1052, -0.0712], [-4.9834, 1.9304, 2.5788], [0.0380, -0.2650, 0.2881], [0.2208, -0.2121, 0.2606], [0.2626, -0.3421, -0.1639], [-0.2792, 0.0305, -0.7093], [-0.5107, -1.1349, -1.1155], [0.1292, 0.3400, 0.2001], [-0.4100, 0.5222, 0.2658], [-0.2631, 0.0252, 0.1377], [0.3294, -0.1192, 0.0333], [0.2044, -0.0653, 0.2381], [0.2141, -0.1536, 0.3689], [2.0734, 1.9431, -0.7786], [-1.7388, -0.5283, -2.9530], [0.2349, -1.9421, -0.0957], [3.5467, -1.5381, -1.6768], [-0.1252, -0.0989, -0.3096], [-0.2592, -0.1467, -0.0519], [-0.0206, 0.2026, 0.1494], [0.2708, -0.2596, 0.0627], [-0.1827, 0.0564, 0.1176], [-0.2136, 0.0766, -0.1594], [0.2726, 0.2099, -0.1374], [0.0715, 0.2172, -0.2402], [0.0619, -0.1010, 0.0608], [-0.1028, 0.1723, -0.2374]],
  "mulliken_charge": [-0.53, 0.42, 1.07, 0.20, 0.34, 0.40, -2.04, 0.49, -1.95, 0.37, 0.42, 0.35, -0.32, 0.60, 2.05, 0.29, 0.35, 0.58, 0.71, 0.63, -1.48, 0.49, -0.33, 0.38, 2.05, -1.95, 0.69, -1.70, 0.28, 0.18, -1.52, -1.59, 0.30, 0.47, 0.27, 0.39, 0.67, -0.20, 2.23, -1.96, 0.03, 0.29, -0.92, -0.35, 0.31, 0.60, 0.51, 1.14, -1.88, 0.64, -1.30, 0.43, 0.60, -0.34, -1.42, 0.57, 0.44, -1.83, 0.28, 0.53, 0.44, -1.17, 0.55, -1.81, 0.53, 2.29, -0.81, -0.85, 0.38, -0.03, -1.39, 0.48, 0.41, -1.23, 2.60, 0.33, -1.58, 0.36, 0.06, -0.05, -1.20, 0.26, 0.82, 0.47, -0.22, 0.25, 0.52, 0.27, 0.54, -0.15, -0.02, 0.48, 0.58, 0.29, 0.19],
  "spin_multiplicity": 5,
  "s_squared": 6.051,
  "orbital_gap_ha": [0.283, 0.215],
  "homo_ev": [-16.55, -18.06],
  "total_charge": 3
}